Record 1
The following is a DFT calculation (wB97M-V/def2-TZVPD) of a structure of composition C32H23CrN2O4 at a distorted geometry.

Geometry (Å):
O 5.688 0.631 1.475
C 5.404 0.327 0.387
Cr 4.855 -0.259 -1.327
C 3.542 -1.202 -0.386
O 2.780 -1.802 0.269
C 5.826 -1.875 -1.120
O 6.309 -2.915 -0.915
C 6.127 0.690 -2.824
C 5.472 1.685 -2.092
C 4.087 1.626 -1.901
C 3.304 0.613 -2.499
C 1.928 0.397 -2.072
C 0.792 0.098 -1.714
C -0.534 -0.214 -1.398
C -0.876 -1.631 -1.317
C -0.146 -2.578 -2.084
C -0.546 -3.912 -2.134
C -1.653 -4.346 -1.387
C -2.264 -3.470 -0.483
C -1.868 -2.135 -0.453
C -1.490 0.872 -1.288
C -1.054 2.193 -1.586
C -1.898 3.288 -1.413
C -3.201 3.101 -0.935
C -3.660 1.805 -0.661
C -2.855 0.700 -0.942
C 3.985 -0.370 -3.261
C 5.373 -0.338 -3.415
H 7.215 0.706 -2.928
H 6.049 2.485 -1.626
H 3.585 2.338 -1.243
H 0.710 -2.222 -2.658
H -0.004 -4.622 -2.762
H -2.017 -5.372 -1.489
H -3.046 -3.813 0.194
H -2.276 -1.468 0.300
H -0.043 2.332 -1.978
H -1.535 4.291 -1.651
H -3.856 3.962 -0.774
H -4.664 1.661 -0.255
H -3.286 -0.294 -0.927
H 3.401 -1.194 -3.684
H 5.875 -1.135 -3.969
C -5.892 1.309 2.997
O -4.967 1.274 4.112
C -3.679 0.901 3.904
C -3.187 0.521 2.634
C -1.826 0.248 2.520
C -0.979 0.343 3.642
C -1.457 0.672 4.905
C -2.818 0.940 5.040
N 0.286 -0.015 3.180
C 0.177 -0.324 1.850
N -1.069 -0.176 1.445
H -6.847 1.565 3.462
H -5.609 2.082 2.266
H -5.966 0.329 2.499
H -3.815 0.467 1.740
H -0.773 0.710 5.749
H -3.275 1.203 5.990
H 1.140 -0.029 3.729
H 1.021 -0.656 1.257

Properties
Max |F|, hartree/bohr: 0.0977
⟨S²⟩: 3.820
LUMO level (alpha / beta), eV: -5.30 / -8.93
Multiplicity: 4
Gap between HOMO and LUMO (alpha / beta), eV: 6.4 / 4.5
Charge: +2

***

Record 2
The following is a DFT calculation (wB97M-V/def2-TZVPD) of a cluster of 5 separate species, C8H24ClO8 in total at a distorted geometry.

Geometry (Å):
Cl 1.338 -1.573 -0.073
O 1.541 -0.928 1.152
O 2.374 -2.505 -0.381
O 0.069 -2.190 -0.049
O 1.310 -0.573 -1.042
C 4.314 2.362 -1.449
C 5.017 1.230 -0.806
O 4.589 -0.100 -1.112
H 4.746 3.344 -1.256
H 3.265 2.499 -1.187
H 4.276 2.195 -2.525
H 4.820 1.355 0.259
H 6.094 1.340 -0.927
H 3.663 -0.053 -0.864
C -3.607 -1.346 -0.018
C -3.076 -0.102 -0.747
O -3.900 0.976 -0.410
H -4.554 -1.751 -0.376
H -3.712 -1.264 1.064
H -2.855 -2.109 -0.221
H -2.981 -0.204 -1.828
H -2.054 0.086 -0.417
H -3.906 1.134 0.537
C -1.391 -2.917 5.003
C -1.479 -2.151 3.738
O -1.218 -3.043 2.725
H -1.086 -2.170 5.735
H -0.618 -3.673 5.145
H -2.324 -3.338 5.379
H -0.758 -1.346 3.592
H -2.499 -1.805 3.576
H -0.540 -2.636 2.180
C -0.852 3.260 -2.925
C -0.647 1.830 -2.472
O 0.592 1.485 -3.039
H -1.887 3.594 -2.849
H -0.584 3.437 -3.967
H -0.210 3.956 -2.386
H -1.536 1.291 -2.798
H -0.586 1.715 -1.390
H 0.856 0.689 -2.572

Properties
Relative energy (zero: lowest compared OMol25 entry of this formula, charge and spin), kJ/mol: 812.8
Max |F|, hartree/bohr: 0.0864
LUMO level, eV: 3.00
Gap between HOMO and LUMO, eV: 9.7
Charge: -1

***

Record 3
The following is a DFT calculation (wB97M-V/def2-TZVPD) of a cluster of 2 separate species, CCl3OP in total at a distorted geometry.

Geometry (Å):
C -1.178 0.630 0.180
O -2.330 0.557 0.426
P 1.192 -0.328 0.276
Cl 1.783 -0.776 -1.612
Cl 0.880 -2.112 1.077
Cl -0.347 2.028 -0.347

Properties
Relative energy (zero: lowest compared OMol25 entry of this formula, charge and spin), kJ/mol: 178.5
Max |F|, hartree/bohr: 0.0460
LUMO level (alpha / beta), eV: -1.37 / -1.37
Gap between HOMO and LUMO (alpha / beta), eV: 7.4 / 7.4

***

Record 4
The following is a DFT calculation (wB97M-V/def2-TZVPD) of a structure of composition C25H42N5NiO2Si2.

Geometry (Å):
Ni -0.824 0.212 -0.606
O -3.459 -4.133 5.047
N -3.684 -3.988 3.870
O -4.504 -4.619 3.238
C -2.889 -2.956 3.154
C -2.223 -2.097 3.949
C -1.460 -1.026 3.392
C -0.754 -0.111 4.190
C -0.049 0.895 3.582
C -0.068 0.977 2.185
N -0.728 0.128 1.417
C -1.413 -0.875 2.005
C -2.099 -1.819 1.151
N -1.956 -1.631 -0.181
C -2.539 -2.490 -0.992
C -3.288 -3.578 -0.542
C -3.444 -3.778 0.803
C -2.845 -2.876 1.708
H -2.282 -2.215 5.022
H -0.774 -0.211 5.267
H 0.513 1.618 4.153
H 0.475 1.759 1.671
H -2.406 -2.325 -2.052
H -3.731 -4.256 -1.256
H -4.015 -4.613 1.168
C 0.569 1.243 -2.991
N -0.647 0.464 -2.695
C -0.578 -0.772 -3.488
C -1.847 1.233 -3.079
C -2.111 2.385 -2.126
N -2.253 1.918 -0.740
C -3.575 1.318 -0.525
C -2.090 3.041 0.184
H 0.591 1.534 -4.048
H 1.446 0.636 -2.772
H 0.615 2.137 -2.375
H -0.325 -0.555 -4.532
H -1.542 -1.274 -3.477
H 0.179 -1.434 -3.072
H -2.694 0.546 -3.078
H -1.743 1.620 -4.101
H -3.011 2.924 -2.454
H -1.286 3.097 -2.160
H -4.375 2.049 -0.701
H -3.647 0.964 0.503
H -3.725 0.466 -1.185
H -2.839 3.822 0.003
H -1.095 3.476 0.074
H -2.207 2.688 1.208
C 4.328 2.163 1.215
Si 3.106 2.054 -0.198
C 4.037 2.235 -1.817
C 1.878 3.472 -0.020
C 2.189 0.432 -0.192
Si 2.883 -1.295 -0.054
C 3.237 -1.925 -1.788
C 1.618 -2.421 0.753
C 4.465 -1.320 0.941
H 4.708 3.185 1.276
H 5.183 1.504 1.067
H 3.879 1.918 2.177
H 4.686 3.111 -1.770
H 3.373 2.361 -2.673
H 4.668 1.366 -2.008
H 2.327 4.409 -0.353
H 1.574 3.616 1.018
H 0.976 3.311 -0.617
H 1.109 0.489 -0.419
H 2.329 -2.001 -2.387
H 3.686 -2.919 -1.742
H 3.931 -1.272 -2.318
H 0.649 -2.332 0.256
H 1.483 -2.180 1.809
H 1.934 -3.463 0.688
H 5.281 -0.822 0.416
H 4.773 -2.353 1.114
H 4.346 -0.840 1.912

Properties
Max |F|, hartree/bohr: 0.0120
⟨S²⟩: 2.010
LUMO level (alpha / beta), eV: -3.63 / -3.70
Multiplicity: 3
Gap between HOMO and LUMO (alpha / beta), eV: 7.2 / 6.4
Charge: +1

***

Record 5
The following is a DFT calculation (wB97M-V/def2-TZVPD) of a cluster of 2 separate species, H4O2Si2 in total at a distorted geometry.

Geometry (Å):
O -1.598 -0.310 -0.396
O 1.595 0.915 -0.437
Si 1.311 -0.543 -0.871
Si -1.427 0.649 0.755
H 1.480 -1.584 0.177
H 0.804 -1.146 -2.093
H -1.503 2.086 1.093
H -0.663 -0.067 1.773

Properties
Relative energy (zero: lowest compared OMol25 entry of this formula, charge and spin), kJ/mol: 460.3
Max |F|, hartree/bohr: 0.0438
LUMO level, eV: -0.73
Gap between HOMO and LUMO, eV: 9.7

***

Record 6
The following is a DFT calculation (wB97M-V/def2-TZVPD) of the molecule C18H25N3O4 at a distorted geometry.

Geometry (Å):
C -0.628 -5.182 -3.827
C -1.002 -4.478 -2.606
C 0.310 -4.155 -1.952
H 0.693 -5.020 -1.421
H 0.829 -3.650 -2.414
C 0.182 -3.028 -0.522
N 1.583 -2.763 0.125
C 1.764 -1.449 -0.241
O 2.822 -0.914 0.131
N 0.809 -0.889 -0.859
C -0.121 -1.557 -1.301
O -1.275 -1.190 -1.816
C 0.647 0.539 -0.919
H 0.125 0.835 -1.846
H 1.687 0.949 -1.394
C 0.588 1.270 0.414
O 0.136 0.489 1.428
N 0.639 2.590 0.364
C 0.327 3.454 1.150
C 0.067 3.184 2.583
C -0.350 4.208 3.517
C 0.127 5.583 3.221
C 0.449 5.863 1.861
C 0.747 4.908 1.012
O 0.816 5.205 -0.545
C 1.206 6.374 -0.742
H 1.935 6.839 0.067
H 1.559 6.414 -1.900
H 0.401 7.099 -0.520
H 0.557 6.825 1.763
H -0.225 6.273 3.836
H -0.714 3.915 4.509
H -0.185 2.104 2.772
H 0.811 3.009 -0.475
H 1.977 -3.451 0.517
C -0.701 -3.561 0.255
H -1.939 -3.709 -0.107
C -0.722 -2.673 1.713
C -2.173 -1.714 1.491
H -2.029 -1.033 0.558
H -2.135 -1.173 2.454
H -2.856 -2.234 1.578
H -0.075 -1.919 1.830
H -1.089 -3.224 2.697
H -0.470 -4.411 0.717
H -1.702 -5.074 -1.927
H -1.488 -3.508 -2.728
H -0.097 -4.717 -4.410
H -1.693 -5.324 -4.484
H -0.121 -5.925 -3.610

Properties
Relative energy (zero: lowest compared OMol25 entry of this formula, charge and spin), kJ/mol: 1890.8
Max |F|, hartree/bohr: 0.3389
LUMO level, eV: -0.31
Gap between HOMO and LUMO, eV: 8.1

***

Record 7
The following is a DFT calculation (wB97M-V/def2-TZVPD) of a cluster of 2 separate species, C2H4FPS in total at a distorted geometry.

Geometry (Å):
C 1.184 -0.406 -0.820
C -0.811 0.446 1.083
F 0.816 -1.476 -0.139
P 0.077 1.030 -0.415
S 2.591 -0.249 -1.650
H -1.769 0.320 0.740
H -0.694 1.319 1.695
H -0.447 -0.496 1.381
H -0.948 -0.488 -1.875

Properties
Relative energy (zero: lowest compared OMol25 entry of this formula, charge and spin), kJ/mol: 275.2
Max |F|, hartree/bohr: 0.0631
LUMO level (alpha / beta), eV: -1.65 / -1.28
Gap between HOMO and LUMO (alpha / beta), eV: 7.5 / 7.6

***

Record 8
The following is a DFT calculation (wB97M-V/def2-TZVPD) of the molecule C9H14N2O4 at a distorted geometry.

Geometry (Å):
C -2.539 0.773 -1.749
C -3.137 0.075 -0.694
C -1.197 0.725 -1.512
C -2.136 -0.449 0.055
C 0.865 -1.554 -1.111
C 0.907 1.631 1.287
C 2.656 0.149 0.492
C 1.252 0.664 0.201
C 0.374 -0.552 0.113
N -0.934 -0.033 -0.382
N 0.284 -1.246 1.386
O 1.461 -2.675 -0.692
O 0.616 -1.250 -2.229
O -0.104 1.333 -2.121
O -2.395 -1.176 1.202
H -2.887 1.253 -2.648
H -4.128 -0.143 -0.622
H 1.174 1.296 2.248
H -0.071 1.751 1.436
H 1.442 2.566 1.307
H 2.677 -0.347 1.546
H 3.146 -0.362 -0.238
H 3.242 0.962 0.599
H 1.264 1.205 -0.657
H 1.684 -2.531 0.246
H 0.730 -0.692 2.113
H -0.571 -1.565 1.776
H -0.574 2.011 -2.561
H -3.103 -1.821 1.207

Properties
Relative energy (zero: lowest compared OMol25 entry of this formula, charge and spin), kJ/mol: 80.5
Max |F|, hartree/bohr: 0.1099
⟨S²⟩: 2.007
LUMO level (alpha / beta), eV: 0.63 / -1.25
Multiplicity: 3
Gap between HOMO and LUMO (alpha / beta), eV: 3.8 / 7.9

***

Record 9
The following is a DFT calculation (wB97M-V/def2-TZVPD) of a cluster of 5 separate species, C31H26N2O17S in total at a distorted geometry.

Geometry (Å):
N 1.483 -2.518 -1.952
C 0.936 -1.657 -2.414
C 0.145 -0.629 -3.211
O 0.962 0.461 -3.571
C -1.140 -0.247 -2.395
C -0.871 0.943 -1.496
N -0.875 1.746 -0.708
C -2.319 0.155 -3.361
C -3.664 -0.371 -2.743
C -4.444 -1.390 -3.648
S -5.024 -2.832 -2.645
H -0.208 -1.131 -4.139
H 0.440 0.987 -4.197
H -1.387 -1.124 -1.762
H -2.351 1.264 -3.373
H -2.137 -0.186 -4.396
H -4.321 0.521 -2.654
H -3.528 -0.749 -1.712
H -3.879 -1.734 -4.532
H -5.365 -0.894 -4.004
H -4.318 -2.780 -1.481
C -2.384 -5.218 2.130
C -2.708 -4.195 1.334
C -1.849 -3.798 0.177
O -2.212 -2.865 -0.522
C -0.617 -4.540 -0.054
C -0.288 -5.564 0.744
C -1.162 -5.981 1.886
O -0.829 -6.929 2.571
O 0.835 -6.266 0.562
O -3.814 -3.465 1.524
H -2.998 -5.515 2.969
H 0.004 -4.231 -0.882
H 0.837 -6.945 1.264
H -3.807 -2.791 0.816
C -5.014 -0.422 3.178
C -5.686 0.281 4.096
C -5.589 1.774 4.166
O -6.235 2.369 5.008
C -4.713 2.450 3.214
C -4.038 1.747 2.298
C -4.157 0.257 2.212
O -3.538 -0.339 1.349
O -3.224 2.341 1.415
O -6.479 -0.310 4.998
H -5.078 -1.500 3.116
H -4.638 3.526 3.286
H -2.854 1.625 0.864
H -6.846 0.414 5.540
C 4.145 -0.699 -0.379
C 5.329 -1.113 -0.844
C 6.602 -0.820 -0.114
O 7.653 -1.233 -0.567
C 6.523 -0.039 1.118
C 5.339 0.376 1.580
C 4.065 0.059 0.864
O 3.011 0.445 1.338
O 5.231 1.096 2.705
O 5.437 -1.809 -1.983
H 3.219 -0.906 -0.894
H 7.451 0.182 1.628
H 4.276 1.267 2.818
H 6.391 -1.985 -2.093
C 4.494 4.893 -1.636
C 4.857 6.008 -0.995
C 4.414 6.286 0.408
O 4.788 7.308 0.954
C 3.544 5.313 1.058
C 3.176 4.197 0.416
C 3.642 3.906 -0.977
O 3.298 2.870 -1.513
O 2.379 3.288 0.982
O 5.636 6.933 -1.571
H 4.810 4.680 -2.648
H 3.216 5.533 2.065
H 2.266 2.581 0.316
H 5.751 7.634 -0.900

Properties
Max |F|, hartree/bohr: 0.1024
LUMO level, eV: -1.66
Gap between HOMO and LUMO, eV: 7.6

***

Record 10
The following is a DFT calculation (wB97M-V/def2-TZVPD) of a cluster of 2 separate species, C4H9NO in total at a distorted geometry.

Geometry (Å):
C -1.694 0.591 0.301
C -1.046 -0.462 -0.595
C 0.124 -1.170 0.076
N 1.174 -0.221 0.386
C 1.735 0.328 -0.550
O 2.260 0.840 -1.459
H -2.541 1.065 -0.204
H -2.064 0.137 1.227
H -0.981 1.376 0.575
H -0.683 0.008 -1.521
H -1.776 -1.221 -0.891
H 0.556 -1.937 -0.573
H -0.173 -1.638 1.018
H 2.320 0.931 1.298
H 2.790 1.373 0.912

Properties
Relative energy (zero: lowest compared OMol25 entry of this formula, charge and spin), kJ/mol: 223.2
Max |F|, hartree/bohr: 0.0247
LUMO level, eV: 0.91
Gap between HOMO and LUMO, eV: 11.2

***

Record 11
The following is a DFT calculation (wB97M-V/def2-TZVPD) of a structure of composition C7H28BaFO7 at a distorted geometry.

Geometry (Å):
Ba 9.835 -19.308 0.883
F 11.738 -18.350 1.433
C 11.694 -19.676 -1.903
O 11.010 -19.166 -0.780
H 11.659 -20.766 -1.905
H 11.283 -19.254 -2.820
H 12.753 -19.448 -1.787
H 11.324 -18.269 -0.647
C 11.530 -20.242 3.463
O 12.504 -19.179 3.281
H 11.067 -20.542 2.523
H 12.232 -21.050 3.667
H 10.839 -20.179 4.304
H 12.311 -18.742 2.448
C 12.164 -21.093 0.569
O 10.715 -21.293 0.579
H 12.785 -21.829 0.057
H 12.385 -20.056 0.314
H 12.535 -21.238 1.583
H 10.599 -22.082 0.044
C 12.633 -16.485 3.336
O 13.063 -16.734 1.984
H 11.578 -16.213 3.319
H 12.769 -17.319 4.025
H 13.184 -15.619 3.703
H 12.494 -17.416 1.620
C 14.471 -19.350 1.538
O 13.739 -18.965 0.380
H 14.612 -18.526 2.237
H 13.823 -20.017 2.106
H 15.436 -19.828 1.369
H 12.902 -18.618 0.697
C 12.937 -16.758 -0.958
O 11.730 -17.245 -0.415
H 13.801 -17.418 -0.882
H 12.762 -16.517 -2.007
H 13.244 -15.874 -0.398
H 11.841 -17.646 0.450
C 9.886 -17.579 3.040
O 9.544 -18.927 2.846
H 10.144 -16.937 2.198
H 9.117 -17.089 3.637
H 10.683 -17.499 3.779
H 9.116 -19.290 3.625

Properties
Relative energy (zero: lowest compared OMol25 entry of this formula, charge and spin), kJ/mol: 392.9
Max |F|, hartree/bohr: 0.2076
LUMO level, eV: -3.28
Gap between HOMO and LUMO, eV: 9.0
Charge: +1

***

Record 12
The following is a DFT calculation (wB97M-V/def2-TZVPD) of the ion C4H7N6S2 with charge +1 at a distorted geometry.

Geometry (Å):
C -1.789 0.143 0.339
C -2.716 -0.789 -0.296
C 2.116 0.725 -0.108
C 1.936 -0.329 0.974
N -2.416 1.324 0.600
N -3.591 1.409 0.286
N -0.537 -0.004 0.661
N 1.069 1.141 -0.681
N -2.443 -2.025 -0.684
N 3.389 1.087 -0.336
S -4.228 -0.009 -0.446
S 0.428 -1.245 0.587
H 2.773 -1.024 1.020
H 1.801 0.169 1.935
H 1.121 1.897 -1.348
H -1.517 -2.417 -0.594
H -3.149 -2.589 -1.130
H 4.154 0.683 0.175
H 3.600 1.853 -0.953

Properties
Relative energy (zero: lowest compared OMol25 entry of this formula, charge and spin), kJ/mol: 0.0
Max |F|, hartree/bohr: 0.0370
LUMO level, eV: -5.56
Gap between HOMO and LUMO, eV: 7.3
Charge: +1

***

no.,electronic energy (eV)
1,-73129.96537
2,-37580.75805
3,-49939.65054
4,-94944.19795
5,-19913.51868
6,-31714.79043
7,-24976.10774
8,-20723.84644
9,-81187.94788
10,-7830.00629
11,-25437.85727
12,-34863.67718